<1>
{
  "formula": "H8O4",
  "method": "the ωB97M-V functional and the def2-TZVPD basis",
  "species": ["O", "H", "H", "O", "H", "H", "O", "H", "H", "O", "H", "H"],
  "xyz": [[-0.5631, -0.6050, -0.2083], [-0.4309, 0.0004, -0.9379], [-1.3730, -1.0674, -0.4239], [1.9416, -1.8970, 0.1935], [1.1968, -1.3250, 0.0080], [2.6406, -1.5726, -0.3742], [-0.0310, -0.0332, 2.8547], [0.7213, 0.5500, 2.9562], [-0.2191, -0.0211, 1.9162], [-1.4040, 1.9621, -1.6209], [-0.8684, 2.6451, -2.0244], [-1.6107, 1.3637, -2.3389]],
  "mulliken_charge": [-0.690, 0.333, 0.299, -0.633, 0.364, 0.309, -0.630, 0.310, 0.335, -0.652, 0.326, 0.331],
  "smiles": "O.O.O.O",
  "gap_ev": 10.90
}


<2>
{
  "formula": "H8O4",
  "method": "the ωB97M-V functional and the def2-TZVPD basis",
  "species": ["O", "H", "H", "O", "H", "H", "O", "H", "H", "O", "H", "H"],
  "xyz": [[1.6500, -0.4269, -0.5720], [2.1736, -0.7781, 0.1775], [1.0035, -1.0805, -0.8306], [-0.6479, 1.0922, -2.5810], [-0.8029, 1.2788, -1.6535], [0.1221, 0.5256, -2.5658], [-0.1141, -1.0823, 2.0537], [-0.7023, -1.7491, 1.7712], [0.4694, -1.4782, 2.7202], [-1.3067, 1.3191, 0.2155], [-0.8834, 1.9119, 0.7805], [-0.9612, 0.4674, 0.4843]],
  "mulliken_charge": [-0.601, 0.280, 0.309, -0.649, 0.380, 0.307, -0.615, 0.310, 0.301, -0.669, 0.311, 0.336],
  "smiles": "O.O.O.O",
  "gap_ev": 10.68
}


Least stable structure: <2>


<1>
{
  "formula": "H8O4",
  "method": "the ωB97M-V functional and the def2-TZVPD basis",
  "species": ["O", "H", "H", "O", "H", "H", "O", "H", "H", "O", "H", "H"],
  "xyz": [[-2.5795, 0.6868, -0.7843], [-1.8141, 0.9723, -0.2231], [-3.0942, 1.4854, -0.7894], [-0.2502, 1.1608, 0.6952], [-0.5813, 1.5928, 1.4968], [0.6801, 1.1222, 0.8423], [3.0232, -1.0689, -0.2941], [2.9831, -0.7022, 0.5635], [2.1775, -1.4114, -0.5090], [0.1842, -1.4318, -0.3789], [-0.6330, -1.8509, -0.5902], [-0.0957, -0.5550, -0.0289]],
  "mulliken_charge": [-0.617, 0.357, 0.315, -0.740, 0.307, 0.300, -0.624, 0.266, 0.385, -0.665, 0.327, 0.390],
  "smiles": "O.O.O.O",
  "gap_ev": 11.12
}


<2>
{
  "formula": "H8O4",
  "method": "the ωB97M-V functional and the def2-TZVPD basis",
  "species": ["O", "H", "H", "O", "H", "H", "O", "H", "H", "O", "H", "H"],
  "xyz": [[19.0157, 2.1305, -24.8637], [19.8508, 1.6779, -24.6910], [18.9992, 2.2953, -25.8147], [21.4459, 1.3563, -23.4047], [21.8653, 2.1288, -23.0146], [22.1254, 0.6760, -23.4237], [18.9972, 3.0753, -27.7397], [19.2668, 3.9632, -27.4810], [19.6918, 2.7594, -28.3265], [16.0059, 2.6475, -28.1379], [16.9479, 2.5772, -27.9358], [15.7526, 3.5184, -27.8210]],
  "mulliken_charge": [-0.647, 0.327, 0.377, -0.645, 0.308, 0.315, -0.692, 0.333, 0.316, -0.647, 0.353, 0.300],
  "smiles": "O.O.O.O",
  "gap_ev": 11.01
}


Least stable structure: <1>


<1>
{
  "formula": "C5H11O",
  "method": "the ωB97M-V functional and the def2-TZVPD basis",
  "species": ["C", "O", "H", "H", "H", "C", "C", "C", "C", "H", "H", "H", "H", "H", "H", "H", "H"],
  "xyz": [[2.9021, -0.7727, 0.4808], [1.8751, 0.0965, 0.2633], [3.8175, -0.2650, 0.8726], [2.6417, -1.6088, 1.1710], [3.2676, -1.2932, -0.4468], [-0.7358, 0.9048, 1.2998], [-1.2592, 1.0197, -0.1415], [-1.0486, -0.2582, -0.8998], [-1.9283, -0.7687, -1.7465], [0.3070, 0.5501, 1.1989], [-0.7905, 1.8739, 1.7915], [-1.3347, 0.1899, 1.8747], [-0.6578, 1.7800, -0.6467], [-2.3158, 1.3065, -0.2047], [-0.0799, -0.6976, -0.6850], [-1.7147, -1.6548, -2.3275], [-2.9456, -0.4024, -1.8544]],
  "mulliken_charge": [-0.732, -0.804, 0.189, 0.208, 0.165, -0.897, -0.375, -0.029, -0.814, 0.161, 0.291, 0.300, 0.205, 0.324, 0.259, 0.271, 0.278],
  "charge": -1,
  "gap_ev": 6.46
}


<2>
{
  "formula": "C5H11O",
  "method": "the ωB97M-V functional and the def2-TZVPD basis",
  "species": ["C", "C", "C", "C", "C", "O", "H", "H", "H", "H", "H", "H", "H", "H", "H", "H", "H"],
  "xyz": [[1.2517, -0.2948, -2.3222], [-0.1755, -0.6593, -1.9020], [-0.4288, -0.8275, -0.4075], [-0.0117, 0.3639, 0.4382], [-0.3628, 0.2140, 1.9565], [-0.4025, 1.3668, 2.6329], [1.3301, 0.7926, -2.3660], [1.9659, -0.5443, -1.5363], [1.5081, -0.7159, -3.2926], [-0.4831, -1.5777, -2.4030], [-0.9082, 0.0688, -2.2757], [-0.0452, -1.7598, 0.0341], [-1.5096, -0.9422, -0.2633], [-0.5195, 1.2708, 0.0714], [1.0604, 0.5693, 0.3822], [-1.3141, -0.3866, 1.9887], [0.4309, -0.4921, 2.3472]],
  "mulliken_charge": [-1.122, -0.508, -0.586, -0.282, -0.481, -0.891, 0.280, 0.300, 0.334, 0.347, 0.297, 0.290, 0.324, 0.218, 0.200, 0.146, 0.134],
  "charge": -1,
  "smiles": "CCCCC[O-]",
  "gap_ev": 5.81
}


<3>
{
  "formula": "C5H11O",
  "method": "the ωB97M-V functional and the def2-TZVPD basis",
  "species": ["C", "C", "C", "C", "C", "O", "H", "H", "H", "H", "H", "H", "H", "H", "H", "H", "H"],
  "xyz": [[-1.2743, 1.7165, -0.3578], [-1.3531, 0.5383, 0.6513], [-0.4607, -0.6528, 0.2995], [0.9657, -0.2638, -0.1040], [1.9442, -1.4385, -0.3206], [3.1051, -1.0643, -0.8606], [-0.4325, 2.3463, -0.1315], [-1.1511, 1.3375, -1.3772], [-2.1900, 2.2916, -0.3423], [-2.4004, 0.2274, 0.6903], [-1.1077, 0.9492, 1.6351], [-0.9897, -1.2877, -0.4136], [-0.3377, -1.2761, 1.2049], [1.3310, 0.3751, 0.7048], [0.9573, 0.3209, -1.0277], [2.0170, -1.9236, 0.6930], [1.3771, -2.1962, -0.9436]],
  "mulliken_charge": [-1.183, -0.408, -0.591, -0.281, -0.537, -0.892, 0.291, 0.295, 0.372, 0.336, 0.276, 0.339, 0.232, 0.230, 0.226, 0.153, 0.142],
  "charge": -1,
  "smiles": "CCCCC[O-]",
  "gap_ev": 5.86
}


Least stable structure: <1>


<1>
{
  "formula": "C4H10N2O3",
  "method": "the ωB97M-V functional and the def2-TZVPD basis",
  "species": ["O", "N", "N", "C", "C", "O", "C", "C", "O", "H", "H", "H", "H", "H", "H", "H", "H", "H", "H"],
  "xyz": [[2.8224, -0.2647, -1.0360], [1.8832, -0.9032, -0.6052], [1.0412, -0.2960, 0.1806], [1.0598, 1.1989, 0.3950], [-0.3485, 1.8403, 0.2358], [-0.6549, 1.8234, -1.1052], [0.0025, -1.2034, 0.7259], [-0.9276, -1.6832, -0.2997], [-1.7012, -0.6995, -0.9529], [1.7339, 1.5571, -0.3842], [1.4841, 1.3872, 1.4094], [-1.0616, 1.2649, 0.8669], [-0.3057, 2.8850, 0.6299], [-0.7528, 0.8766, -1.3978], [-0.4996, -0.6228, 1.4690], [0.5225, -2.0008, 1.2433], [-0.3114, -2.2318, -1.0624], [-1.5911, -2.5051, 0.0603], [-2.3951, -0.4229, -0.3729]],
  "mulliken_charge": [-0.510, -0.237, 0.591, -0.532, -0.318, -0.549, -0.678, -0.604, -0.522, 0.311, 0.290, 0.179, 0.352, 0.418, 0.391, 0.368, 0.342, 0.405, 0.303],
  "smiles": "O=NN(CCO)CCO",
  "gap_ev": 9.54
}


<2>
{
  "formula": "C4H10N2O3",
  "method": "the ωB97M-V functional and the def2-TZVPD basis",
  "species": ["C", "N", "C", "O", "O", "H", "H", "H", "H", "H", "C", "C", "O", "N", "H", "H", "H", "H", "H"],
  "xyz": [[-0.3417, -1.8857, 1.1281], [1.1284, -0.7758, -0.5419], [0.3135, -0.5603, 0.7678], [2.1285, 0.1815, -0.6394], [0.9926, 0.0453, 1.6402], [2.1304, 0.5308, 0.2951], [1.4847, -1.7039, -0.7745], [-1.0028, -2.2554, 0.3422], [0.4385, -2.6309, 1.2979], [-0.9226, -1.7791, 2.0432], [-0.6721, 1.9744, 0.1532], [-0.9294, 0.5066, -0.0823], [-0.2052, 0.8415, -2.2128], [-0.7739, -0.0294, -1.3546], [-0.0910, 0.3351, -3.0314], [-1.8849, 0.1585, 0.3083], [-1.3094, 2.5954, -0.4793], [-0.8425, 2.2070, 1.2032], [0.3589, 2.2444, -0.0630]],
  "mulliken_charge": [-1.591, -0.258, 1.068, -0.406, -0.791, 0.369, 0.201, 0.387, 0.395, 0.368, -1.321, 0.180, -0.300, -0.192, 0.380, 0.459, 0.384, 0.341, 0.327],
  "gap_ev": 7.25
}


<3>
{
  "formula": "C4H10N2O3",
  "method": "the ωB97M-V functional and the def2-TZVPD basis",
  "species": ["N", "C", "O", "N", "O", "H", "H", "H", "H", "C", "C", "C", "O", "H", "H", "H", "H", "H", "H"],
  "xyz": [[0.3345, -1.1405, 1.7493], [1.5735, -0.7980, 1.3034], [2.4599, -0.4462, 2.0762], [1.9279, -1.3868, 0.0437], [3.2765, -1.2788, -0.3262], [-0.3346, -1.5334, 1.1028], [0.1927, -1.1352, 2.7490], [1.2595, -1.4309, -0.7240], [3.6974, -0.9829, 0.5108], [-0.7553, 2.0884, -0.5730], [-0.9603, 0.6114, -0.7916], [-2.3698, 0.1464, -1.0654], [-0.0042, -0.1428, -1.0531], [0.3087, 2.3029, -0.4538], [-1.1430, 2.6375, -1.4354], [-1.3026, 2.4081, 0.3168], [-2.3823, -0.9214, -1.3008], [-2.7715, 0.6767, -1.9327], [-3.0068, 0.3255, -0.1961]],
  "mulliken_charge": [-0.362, 0.562, -0.700, -0.080, -0.426, 0.209, 0.207, 0.325, 0.339, -1.184, 0.901, -1.202, -0.613, 0.304, 0.358, 0.341, 0.304, 0.368, 0.351],
  "smiles": "NC(=O)NO.CC(C)=O",
  "gap_ev": 8.68
}


Least stable structure: <2>


<1>
{
  "formula": "C2H2N2O3",
  "method": "the ωB97M-V functional and the def2-TZVPD basis",
  "species": ["N", "C", "C", "O", "H", "O", "N", "O", "H"],
  "xyz": [[-1.4990, -1.1938, -0.1734], [-1.6349, -0.0961, -0.4640], [-1.8538, 1.2758, -0.2453], [-1.8758, 1.8006, 0.8393], [-2.2836, 1.7492, -1.1843], [0.5706, 0.5855, 0.0252], [1.4347, 0.0613, 0.6958], [1.8232, -1.1202, 0.2304], [2.6508, -1.3309, 0.7275]],
  "mulliken_charge": [-0.369, 0.396, 0.135, -0.379, 0.263, -0.299, 0.145, -0.319, 0.427],
  "smiles": "N#CC=O.O=NO",
  "gap_ev": 10.13
}


<2>
{
  "formula": "C2H2N2O3",
  "method": "the ωB97M-V functional and the def2-TZVPD basis",
  "species": ["N", "C", "C", "O", "H", "O", "N", "O", "H"],
  "xyz": [[-1.8174, -1.0945, 2.0337], [-1.2222, -0.4765, 1.2480], [-0.2558, 0.1850, 0.3720], [0.6923, -0.2454, -0.1655], [-0.4160, 1.3265, 0.2893], [-2.2610, -0.7546, -2.6131], [-1.4655, -0.7521, -1.7675], [-0.2456, -1.3256, -2.1650], [0.3758, -1.2374, -1.4999]],
  "mulliken_charge": [-0.299, 0.264, 0.232, -0.474, 0.291, -0.372, 0.285, -0.335, 0.409],
  "smiles": "N#CC=O.O=NO",
  "gap_ev": 9.77
}


Least stable structure: <1>


<1>
{
  "formula": "C2H2N2O3",
  "method": "the ωB97M-V functional and the def2-TZVPD basis",
  "species": ["C", "C", "H", "H", "N", "N", "O", "O", "O"],
  "xyz": [[-0.2331, 1.4953, 0.1239], [-0.6936, -0.4685, -0.0226], [2.8179, -0.6776, 0.3031], [-0.2111, 2.4608, 0.2256], [0.7257, -0.3181, -0.5359], [-1.3052, 0.7846, 0.4551], [1.5333, -0.9785, 0.5329], [0.8228, 0.9963, -0.4092], [-1.4799, -1.4189, -0.1951]],
  "mulliken_charge": [0.014, 0.370, 0.391, 0.560, 0.193, -0.374, -0.492, -0.179, -0.483],
  "gap_ev": 9.65
}


<2>
{
  "formula": "C2H2N2O3",
  "method": "the ωB97M-V functional and the def2-TZVPD basis",
  "species": ["O", "C", "N", "C", "N", "O", "O", "H", "H"],
  "xyz": [[1.1397, 2.0273, 0.7341], [0.6046, 1.0347, 0.4270], [-0.6748, 0.8180, -0.0757], [-0.8881, -0.5318, -0.3379], [0.5495, -1.1928, 0.0038], [0.8607, -2.3476, 0.1276], [1.2600, -0.1389, 0.5258], [-1.1522, 1.4827, -0.6773], [-1.6993, -1.1516, -0.7274]],
  "mulliken_charge": [-0.475, 0.426, -0.118, -0.271, 0.607, -0.604, -0.244, 0.271, 0.407],
  "smiles": "O=c1[nH]c[n+]([O-])o1",
  "gap_ev": [8.50, 8.76]
}


Least stable structure: <1>